67
Properties=species:S:1:pos:R:3 method="wB97M-V/def2-TZVPD" lumo_energy_ev=-0.4460 gap_ev=6.819 spin_multiplicity=1 total_charge=0 total_energy_ev=-67897.97648
H -0.275 1.844 0.368
C 1.002 1.713 -1.765
H 0.153 -3.828 1.386
H -0.969 3.888 -4.240
C -2.679 2.306 2.685
H -3.562 1.870 -2.180
C 1.731 1.342 -0.627
Si -1.300 1.585 -3.260
I -1.525 -2.216 -2.911
H -3.484 0.324 -2.985
H -2.625 -1.059 2.477
H -3.204 3.098 3.198
H 3.748 4.019 -0.202
C -0.901 -3.726 1.157
H -3.759 -5.534 1.154
H -1.357 -5.758 1.657
C 1.034 -1.284 1.639
C 5.254 -1.688 0.964
C -2.347 -0.036 2.269
H 1.481 0.422 -0.122
C 4.745 -1.428 2.204
H -0.403 -1.097 3.194
P -0.384 -1.036 0.449
I 1.851 -2.225 -1.622
C -1.748 -4.812 1.308
C 2.425 -1.440 1.342
H 3.627 -0.949 4.522
H -4.646 -3.403 0.285
C -3.010 0.984 2.925
H 1.197 -0.903 5.011
H 4.746 -2.126 -1.073
H -2.693 0.555 -1.433
C 4.365 -1.870 -0.097
C -1.692 2.602 1.762
C -0.999 0.923 -5.029
C 0.649 -1.146 2.956
C 1.562 -1.040 4.006
C 2.711 2.141 -0.076
C 2.898 -1.075 3.736
H -0.061 1.313 -5.419
C 3.010 -1.757 0.091
H -3.156 -1.470 0.026
C -1.034 1.585 1.091
N -0.029 0.924 -2.229
C 1.372 2.928 -2.360
C 3.004 3.370 -0.638
C 2.328 3.744 -1.790
H -0.938 -0.158 -5.050
H -1.789 1.218 -5.711
H 0.895 3.234 -3.275
H -1.432 3.630 1.558
C -1.414 -2.507 0.732
H 6.317 -1.779 0.792
C -2.764 -2.409 0.391
C -3.097 -4.692 1.019
C -3.604 -3.492 0.547
H -1.348 4.025 -2.529
C -1.337 0.250 1.351
H 2.553 4.693 -2.259
H 3.221 1.804 0.818
H -3.789 0.740 3.632
H 5.399 -1.320 3.055
C -2.913 1.027 -2.389
Be -0.202 -0.641 -1.784
C 3.357 -1.306 2.423
C -1.563 3.470 -3.435
H -2.606 3.639 -3.688



72
Properties=species:S:1:pos:R:3 method="wB97M-V/def2-TZVPD" lumo_energy_ev="-1.6053 / -1.5507" gap_ev="3.769 / 3.998" spin_multiplicity=5 s2=6.021 de_lowest_ev=2.8683 total_charge=0 total_energy_ev=-419251.98199
H 0.111 -2.619 -3.025
H -1.941 -1.354 -6.303
Se 0.391 0.987 4.199
Se 1.341 3.551 1.989
C 4.559 -1.968 -3.908
Se -0.203 1.969 -1.063
H -0.340 7.090 7.487
C -0.326 -2.188 -0.014
S -1.150 -1.370 1.244
H 1.017 -4.856 -2.499
P -0.222 3.068 3.515
C -1.933 -1.275 -1.648
Br 3.941 0.754 2.362
Pm 0.981 0.688 1.397
C -2.587 -1.529 -2.980
C 0.530 4.274 5.794
H -5.064 2.219 3.637
C 4.169 -3.296 -4.150
C -3.899 -2.025 -3.041
H -1.013 -0.616 -4.128
C 0.501 -4.298 -1.726
S 2.164 -2.168 1.287
C 3.611 -3.566 -1.856
H 1.326 5.275 7.559
C 3.796 -4.134 -3.099
H 4.142 -3.708 -5.168
H 5.239 0.742 0.071
C -1.943 2.506 1.365
C -0.412 4.301 4.768
H -1.262 -3.683 -2.768
C -0.426 -3.195 -2.270
C 2.809 -4.297 -0.808
H 5.293 2.369 0.848
N 1.448 -3.725 -0.752
C 4.679 1.518 0.618
C -2.496 -1.500 -5.373
H 3.614 -5.192 -3.268
C -0.338 6.349 6.713
C -4.250 2.349 2.930
C -1.337 5.397 4.748
N -0.895 -2.235 -1.247
H 1.237 3.429 5.815
C 1.046 -2.792 0.145
C -3.705 -2.150 -5.440
H -3.066 1.796 -0.288
C 4.560 -1.456 -2.605
H 4.017 -1.936 -0.543
C 0.570 5.285 6.743
H -5.447 -2.807 -4.330
C -3.110 2.031 0.803
Br 3.307 2.084 -0.627
H 2.789 -5.285 -1.192
H -1.424 -0.278 -1.639
C -1.282 6.373 5.710
H -1.972 7.234 5.541
C -1.928 -1.194 -4.142
H -5.148 1.449 1.222
C -4.239 1.868 1.590
C 4.089 -2.269 -1.584
H 4.905 -0.434 -2.392
H -3.089 3.353 4.445
H -2.080 5.459 3.963
H 4.990 -1.429 -4.776
H -4.168 -2.474 -6.394
H 3.272 -4.201 0.192
H -0.110 -5.043 -1.221
H -4.456 -2.187 -2.144
C -3.080 2.933 3.420
C -4.465 -2.365 -4.239
H -1.097 2.673 0.683
C -1.883 2.911 2.663
H -2.658 -1.187 -0.813



75
Properties=species:S:1:pos:R:3 method="wB97M-V/def2-TZVPD" lumo_energy_ev="0.2804 / 0.2068" gap_ev="5.169 / 8.149" spin_multiplicity=2 s2=0.776 de_lowest_ev=0.0222 total_charge=0 total_energy_ev=-65563.66372
H 5.294 -0.940 -3.455
H 4.437 2.046 -0.091
H -1.308 4.125 -3.899
N -0.173 -1.782 1.211
H -3.159 -2.821 -2.700
H -2.763 0.104 -3.962
H -2.507 3.688 -0.438
H 1.005 1.768 7.194
C 3.963 1.080 -0.275
N 1.989 0.679 1.136
N -0.656 -0.286 5.237
H -1.032 -4.566 2.719
C -1.912 2.209 0.998
H 1.916 1.591 4.632
H -3.550 2.271 -0.381
C 3.893 -0.049 2.077
C -2.149 2.739 2.274
C -1.125 3.057 -3.873
H 2.819 -0.749 3.906
Te -0.285 -1.795 -4.021
N -0.210 -1.426 2.522
N -0.689 1.085 2.372
C 2.841 -0.287 2.933
C 0.166 2.601 -3.772
H 0.973 3.320 -3.708
H -0.842 -0.290 8.452
Ba 0.314 -0.053 -0.930
C -0.748 -3.566 2.440
H -2.051 -0.859 7.287
C -1.401 -0.027 7.554
H 3.246 1.226 -1.086
C -0.502 -3.070 1.154
C -1.354 1.994 3.111
C 0.617 1.166 6.390
H -0.644 -2.389 4.340
C -4.513 -2.864 -4.453
C 1.100 1.075 5.110
H 3.246 -2.155 -2.818
H -1.583 -3.672 -0.604
C -0.593 -3.786 -0.155
H -0.411 -4.852 -0.026
C 4.210 0.923 -3.854
C 1.817 0.736 -3.576
N 0.335 0.182 4.434
H -1.974 2.176 -1.156
N 1.965 -0.571 -3.131
C -0.636 0.307 -3.812
C 2.977 1.500 -3.896
H 4.728 0.394 -0.636
H -2.031 0.831 7.796
H -2.808 3.547 2.542
H -5.174 -2.663 -6.537
C -0.551 -2.485 3.274
H 4.933 -0.277 2.236
H 2.868 2.523 -4.230
C -1.934 0.798 -3.894
C -2.513 2.606 -0.310
C -0.485 0.285 6.416
C -2.199 2.161 -3.926
C 0.473 1.209 -3.732
C -3.289 -2.656 -3.762
C 4.336 -0.443 -3.477
H 5.086 1.496 -4.130
C 3.306 0.565 0.962
H -3.218 2.517 -3.993
C -2.276 -2.226 -4.574
B 0.269 -0.004 2.919
H -1.230 2.044 4.179
N -1.032 1.213 1.071
C 3.196 -1.115 -3.130
C -4.407 -2.587 -5.783
H -5.426 -3.203 -3.984
N 1.713 0.171 2.361
H 0.139 -3.412 -0.874
S -2.826 -2.083 -6.192



80
Properties=species:S:1:pos:R:3 method="wB97M-V/def2-TZVPD" lumo_energy_ev="0.2076 / -1.1906" gap_ev="8.125 / 6.687" spin_multiplicity=2 s2=0.754 de_lowest_ev=0.2646 total_charge=0 total_energy_ev=-138652.69318
H 1.008 -0.222 -3.699
Cl 5.765 1.136 3.398
Cl 4.340 2.227 -1.693
C 1.838 -3.010 -0.295
Cl 6.415 2.472 0.648
H 0.263 1.057 2.981
C -1.786 1.814 -4.083
C -2.987 -1.750 2.934
H -2.157 1.315 -4.982
C 3.185 -2.368 -0.344
H 4.843 -2.167 -1.717
Cl -4.048 1.202 -1.036
C 0.242 -4.528 -0.368
C -0.822 0.913 -3.311
H -3.554 -2.863 -2.631
H 0.278 -0.216 4.194
H -0.230 1.421 4.635
H 3.537 -2.596 1.790
H 4.261 -3.870 0.802
H -3.072 -0.755 -4.316
C -1.809 4.806 0.422
C -1.712 0.338 3.540
C -1.810 2.395 -0.077
C -1.989 -0.817 2.603
O -1.326 1.208 -0.147
H -2.403 2.342 3.926
H 0.497 4.428 1.500
C 1.608 -4.388 -0.380
Cl 1.678 0.686 -1.241
H -3.573 1.352 3.036
C 2.450 0.320 1.293
C 3.411 0.398 2.312
H 2.351 -5.162 -0.454
N -2.161 -2.232 0.965
O 1.313 -0.313 1.490
H -0.475 1.485 -2.451
N -1.489 -1.137 1.397
Cl 3.069 -0.381 3.806
H 3.054 -1.298 -0.282
C 4.925 1.648 0.890
C -1.168 3.560 0.416
N -1.171 -0.943 -1.663
H 0.963 1.377 -4.462
C 4.622 1.056 2.116
O 0.828 2.486 1.093
C -3.085 4.943 -0.053
C -2.512 1.581 3.152
C -2.832 -2.065 -2.561
H 3.272 -2.313 -2.517
C -2.569 -1.004 -3.398
H -0.004 0.048 -5.113
H -1.274 2.723 -4.402
H -2.641 2.096 -3.469
C -3.062 -2.615 1.873
C -1.521 -0.307 -2.792
H -0.387 -5.400 -0.432
C 2.806 0.896 0.074
C 3.873 -2.665 -1.677
H -3.676 -3.481 1.691
C 4.043 -2.800 0.845
H 4.994 -2.264 0.840
H -4.791 3.909 -0.864
H -2.151 -0.027 4.474
H -2.158 2.004 2.217
N 0.660 -2.370 -0.216
Cl -3.875 6.492 -0.059
C -0.260 0.665 3.846
B -1.800 -2.949 -0.333
H -2.472 -3.932 -0.456
C -3.771 3.820 -0.516
N -0.310 -3.318 -0.267
Ru -0.050 -0.392 0.052
N -1.993 -2.008 -1.527
H -1.279 5.664 0.819
C 0.363 0.506 -4.192
C 4.002 1.549 -0.147
H -3.568 -1.757 3.839
C 0.144 3.485 1.038
C -3.156 2.595 -0.516
H 4.039 -3.736 -1.808



82
Properties=species:S:1:pos:R:3 method="wB97M-V/def2-TZVPD" lumo_energy_ev="-3.8816 / -3.6972" gap_ev="6.682 / 7.093" spin_multiplicity=2 s2=0.767 de_lowest_ev=0.0000 total_charge=+1 total_energy_ev=-106012.35415
H 4.544 -4.725 0.581
H -3.935 -4.885 -1.253
C -2.726 0.117 -2.045
C 4.925 -2.852 -0.410
H -0.327 0.644 -3.047
O 1.201 -0.072 -1.508
C 2.215 -2.447 -0.408
O 0.675 -4.499 0.491
N 1.862 -4.602 0.737
C 4.126 -3.826 0.151
H 3.316 4.862 3.472
H 1.493 4.159 -3.284
H -0.639 -3.809 2.292
C -1.311 4.977 -3.304
C -2.664 -2.735 1.034
H -4.273 -4.134 1.096
N -0.003 2.370 -1.152
H 5.093 -0.954 -1.388
N -2.379 0.307 -3.320
H -3.112 0.179 -3.996
H -2.846 -2.443 2.060
C -1.055 0.624 -3.842
H -2.096 -3.842 -2.595
O 6.809 -4.147 -0.051
H 3.687 2.721 2.247
H -4.234 4.310 -1.719
H -4.697 -0.339 -2.503
C 2.688 3.110 2.414
C -3.491 -3.699 0.487
C 0.099 4.037 2.807
O -1.973 0.230 -1.045
H -0.877 5.626 -4.056
C -0.350 -3.141 3.103
C -2.168 -0.636 3.508
H -2.954 -0.481 2.764
C -1.066 3.192 -1.642
Re -0.154 0.474 -0.050
H 1.800 -0.835 3.180
Cl -1.491 4.657 3.093
C -2.647 5.043 -2.973
N -0.753 -1.143 0.917
C -2.299 -3.539 -1.575
C -2.415 3.288 -1.299
H -0.743 -0.141 -4.551
H 0.997 5.681 3.819
H 0.784 -0.971 4.611
C 0.831 -0.545 3.596
C 2.518 -0.218 -1.541
Cl 1.847 0.891 1.124
C 1.180 4.755 3.288
H -1.952 0.328 3.973
H -4.268 -0.361 -0.827
N 6.402 -3.063 -0.411
Si -0.614 -1.334 2.771
C -3.186 4.211 -1.976
H 1.145 -2.308 -0.394
F -0.513 -2.085 -1.788
C -3.310 -4.111 -0.825
S -1.117 1.901 1.550
C 2.474 4.295 3.095
N 0.806 3.729 -2.688
C -1.626 -2.122 0.308
C 2.772 -3.585 0.136
H 0.713 -3.303 3.310
N -4.009 -0.211 -1.785
C 3.054 -1.491 -0.958
H 2.058 2.309 -1.735
C -1.501 -2.568 -1.009
O 7.094 -2.134 -0.772
H -0.905 -3.443 4.000
O 3.289 0.603 -1.993
H -3.288 5.753 -3.482
C 1.071 2.743 -1.831
C 1.579 2.437 1.953
C 0.270 2.837 2.113
H 0.774 0.542 3.686
C -0.548 4.044 -2.606
H -2.841 2.673 -0.521
C 4.430 -1.694 -0.962
O 2.366 -5.473 1.411
H -2.562 -1.305 4.285
H -1.073 1.593 -4.339



70
Properties=species:S:1:pos:R:3 method="wB97M-V/def2-TZVPD" lumo_energy_ev=0.3496 gap_ev=8.653 spin_multiplicity=1 de_lowest_ev=0.0000 total_charge=0 total_energy_ev=-64448.73426
C -1.980 -2.289 -2.914
H 1.425 2.833 4.879
N -2.531 1.181 3.788
La 0.362 -0.057 0.706
H 0.083 -2.386 -4.731
C -2.009 0.968 2.532
H 0.474 -1.963 3.298
H 2.284 -2.589 1.375
C 0.151 2.325 -2.211
C 0.253 -2.182 2.255
C 1.197 2.689 -4.780
P 0.106 -0.488 -2.427
H -0.054 3.761 3.127
Cl 2.684 0.771 -0.089
C 0.877 3.804 -3.996
H -4.392 0.414 -4.315
H -3.549 1.179 3.862
H 0.236 3.160 6.142
H -3.616 -3.671 -3.181
C 0.348 2.910 5.077
C -2.434 0.020 -3.509
C -0.264 3.965 4.182
H -1.715 -3.283 -0.214
H 2.282 1.252 6.180
H -1.977 -2.320 2.287
H 0.173 4.933 4.433
C -3.713 -0.348 -3.930
C 0.314 0.402 5.798
C 0.472 -2.995 0.113
C -1.530 -0.957 -3.047
C 1.089 -2.354 -4.314
H 0.900 -3.471 -0.767
C 0.445 1.197 -3.021
H 2.096 -0.459 6.601
N -0.684 1.284 2.389
C 1.008 1.393 -4.288
C -4.140 -1.678 -3.838
C 0.177 1.159 3.417
C -0.912 -2.890 0.403
C 1.351 -1.570 -3.178
O -2.382 1.761 5.961
C 3.408 -3.110 -4.374
H 1.903 -3.686 -5.805
H -1.347 4.027 4.327
C -3.274 -2.641 -3.303
H -2.132 1.069 -3.524
C 1.823 0.308 5.876
H 4.210 -3.685 -4.852
H 2.224 0.024 4.900
H 1.301 0.529 -4.887
H -0.247 2.213 -1.193
O 1.352 0.776 3.073
H -0.124 0.575 6.792
H -0.101 -0.556 5.446
C -1.786 1.500 4.926
C 2.647 -1.628 -2.617
H -5.144 -1.959 -4.168
H 1.604 2.830 -5.778
H -1.323 -3.049 -2.484
C 0.367 3.611 -2.706
C -1.054 -2.369 1.713
H 0.130 4.477 -2.083
H 2.871 -1.068 -1.708
C 2.114 -3.100 -4.911
H 1.025 4.817 -4.384
C 3.663 -2.372 -3.211
C 1.202 -2.545 1.248
H 4.665 -2.385 -2.772
C -0.231 1.493 4.831
O -2.650 0.491 1.570